Here is C30H35F4N10O2RbSe as an isolated structure from the Open Molecules 2025 dataset. Energies are from ωB97M-V/def2-TZVPD.

Last column: Mulliken charge in e.
Atoms and positions in Å:
1 C 1.37689 3.14014 2.47032  0.325
2 C 2.94521 -1.90820 3.48933  0.279
3 N 0.83436 4.24783 3.00894  -0.291
4 C -2.71254 -3.35437 0.06636  -0.568
5 N -1.42708 -2.98254 0.02210  0.053
6 C 0.94106 5.10179 -0.17045  -0.586
7 C -1.19014 3.31298 1.01788  0.228
8 C 2.32391 1.03815 -1.75672  -0.458
9 F 2.12691 -2.58997 4.31227  -0.320
10 N 1.79852 3.10479 1.22106  0.774
11 C -4.51508 -5.03670 0.06277  1.124
12 Rb -0.54056 -0.02669 0.44610  0.744
13 Se -6.74530 -6.16295 0.09777  0.229
14 C 2.52109 -1.66153 -3.23979  -1.529
15 C -2.10501 -5.67784 -0.04394  -0.640
16 C -6.01709 -1.54943 0.29795  -0.577
17 O -1.15751 2.28516 1.73436  -0.722
18 C 3.12916 -0.40284 1.53751  -0.176
19 C -0.11796 4.41683 -1.04057  -1.262
20 H -1.45166 -0.16238 -2.55254  0.103
21 C -0.74490 3.14965 -0.46022  2.343
22 N -3.29468 -1.02307 0.24431  0.265
23 H 2.04668 2.15388 0.90116  -0.233
24 H 1.41295 5.89157 -0.76311  0.481
25 C -5.09655 -2.59302 0.19852  0.378
26 C -0.78590 -5.28793 -0.07363  -0.986
27 C 4.31331 -2.00456 3.65379  -0.664
28 C 0.46576 0.62224 -3.19534  -0.320
29 C -0.82989 -0.13171 -3.44989  -1.243
30 H 0.23823 1.67622 -3.00440  0.042
31 C 3.23866 0.61523 -0.61302  -1.586
32 H -1.69589 2.62077 -2.20604  0.269
33 N 1.20455 0.14230 -2.03483  0.944
34 C -4.17617 -0.04182 0.34346  -0.104
35 H -3.76427 0.96089 0.40331  0.282
36 H 0.83818 1.83967 3.89806  0.293
37 H 0.43715 5.60714 0.64921  0.275
38 F 1.02357 -1.17527 2.37045  -0.332
39 H 0.52899 -3.58104 -0.06277  0.363
40 N -1.90205 2.64235 -1.21216  -0.319
41 C -5.55429 -0.25574 0.37067  -0.900
42 O -1.49444 4.47203 1.38076  -0.810
43 H 2.07013 -1.48906 -4.21866  0.317
44 C 4.52970 -0.51721 1.75055  0.193
45 C 2.38351 -1.15343 2.48639  0.195
46 C -3.73422 -2.28289 0.16934  -0.555
47 H -1.39948 0.36631 -4.23585  0.464
48 H -6.23267 0.58172 0.45318  0.463
49 C 5.07853 -1.28884 2.75263  0.160
50 H -2.67704 3.28832 -1.09367  0.328
51 H 0.01652 -6.01069 -0.11968  0.459
52 H 4.75701 -2.59391 4.44056  0.508
53 H 0.58283 4.14860 3.98012  0.311
54 H 3.45767 -1.10361 -3.19648  0.268
55 H 3.96929 1.43051 -0.49981  0.559
56 C -0.50060 -3.92424 -0.04065  -0.112
57 H 0.01837 2.37095 -0.50033  -1.543
58 H 2.68046 3.85124 -0.46246  0.365
59 H 3.83413 -0.24929 -0.93625  0.608
60 N 2.48497 0.31741 0.59664  -0.069
61 H 2.76606 -2.72258 -3.17161  0.434
62 H -0.65072 -1.15574 -3.77920  0.363
63 H 0.31349 4.16287 -2.01800  0.363
64 H 1.08621 0.61179 -4.10702  0.395
65 N 1.57568 2.05798 3.24653  -0.457
66 H -0.91194 5.14507 -1.22289  0.392
67 H 2.76802 4.92135 0.92585  0.395
68 H 2.95553 1.18665 -2.64986  0.293
69 H 0.66104 -1.85708 -2.17388  0.298
70 H 2.03068 -1.52311 -1.14023  0.066
71 C 2.10146 4.25958 0.36722  -0.803
72 H 2.00750 1.25921 2.79823  -0.076
73 F 6.41759 -1.31245 2.86959  -0.327
74 N -6.75396 -4.38070 0.15679  -0.850
75 C 1.57996 -1.26942 -2.10230  -0.046
76 C -5.50905 -3.99141 0.14003  1.097
77 H 1.88842 2.01984 -1.53411  -0.108
78 H 0.07222 4.66149 2.45694  0.203
79 C -3.09543 -4.69895 0.02687  0.440
80 F 5.38626 0.21122 0.99576  -0.344
81 N -4.96660 -6.25970 0.01935  -0.857
82 H -2.39370 -6.72016 -0.06970  0.518
83 H -7.07402 -1.77964 0.32109  0.523

Output
HOMO energy   -6.92 eV
F_max   0.25 eV/A
Calculated total energy   -127547.743 eV
HOMO-LUMO gap   6.04 eV
Net charge   0